34
Properties=species:S:1:pos:R:3:forces:R:3:nbo_charge:R:1 method="wB97M-V/def2-TZVPD" e_tot_ha=-544.5648 max_force_ev_per_a=5.9 charge=+1 lumo_energy_ev="-5.1015 / -4.7600" molar_mass_da=181.3 de_lowest_ev=4.998
H -3.316 -2.134 -0.357 0.13 0.69 0.61 0.226
C 3.457 0.382 0.624 -0.15 -1.02 0.88 -0.620
H 3.522 -0.323 1.426 -0.01 -0.19 1.25 0.222
C 1.364 1.798 1.071 -1.09 0.82 -1.07 -0.634
C 1.188 -0.666 0.420 3.50 -1.04 0.52 0.448
C -2.384 -0.165 -0.062 0.37 0.31 -3.48 -0.192
C 1.373 -3.170 0.566 -2.76 -0.20 1.86 -0.253
C 1.925 -1.970 0.429 -4.05 0.85 -0.18 -0.313
C -1.161 -0.304 0.679 -4.41 1.49 3.63 0.595
O -0.104 -0.706 0.352 4.29 -1.46 -1.92 -0.352
H -3.658 1.630 -0.435 0.69 -0.51 0.50 0.246
H -1.879 -1.365 -1.705 0.87 -2.71 -1.06 0.205
H 2.151 2.475 1.245 1.01 0.91 0.63 0.249
H 1.054 0.426 -1.676 -0.04 -0.23 -0.79 0.197
C 1.897 0.968 -1.293 0.55 -2.70 2.65 -0.552
H 3.969 -0.229 -0.112 -0.08 0.58 -0.75 0.222
H -1.967 2.015 -0.289 0.91 0.19 -0.46 0.221
H -2.803 1.560 1.137 -0.36 0.44 0.84 0.232
H 4.081 1.211 0.937 -0.29 0.45 -0.37 0.249
H -1.327 0.307 -1.851 1.38 0.90 -1.08 0.197
H 0.286 -3.299 0.969 2.03 0.06 -1.02 0.201
H -3.006 -0.096 -2.053 -1.40 0.28 -1.41 0.228
C -2.710 1.356 0.096 -1.89 -0.93 0.11 -0.596
C -2.089 -0.372 -1.651 -0.96 1.49 4.09 -0.571
H -3.272 -1.632 1.341 0.13 -0.13 0.76 0.233
H 2.000 -4.042 0.501 -0.11 -0.27 -0.13 0.230
C 1.969 0.656 0.337 0.04 -1.42 -3.61 -0.096
H 0.945 1.480 1.989 -0.59 0.05 1.10 0.228
H 2.866 -2.048 0.073 3.10 0.80 -0.76 0.233
H 1.712 1.953 -1.320 -0.61 3.64 -0.60 0.210
H 0.661 2.436 0.461 0.21 -1.07 0.66 0.222
H -4.349 -0.906 0.248 -2.47 1.04 -0.20 0.238
C -3.396 -1.268 0.345 2.11 -0.75 -0.63 -0.585
H 2.866 0.756 -1.706 -0.04 -0.38 -0.57 0.230